1.
Below is a molecular structure, C31H47NO9PPbS4Si, with properties calculated with ωB97M-V/def2-TZVPD.

Values from the calculation:
Orbital gap (alpha / beta)   0.2134 / 0.2378 Ha
Charge   -2
HOMO energy (alpha / beta)   -1.70 / -2.84 eV
Multiplicity   2

```
95
Properties=species:S:1:pos:R:3:forces:R:3
H 0.60277 2.75448 -5.50995 0.00 0.00 0.00
H 3.13510 3.74840 1.01652 0.00 0.00 0.00
H -4.89737 0.54412 -3.42874 0.00 0.00 0.00
C 0.03032 -3.45070 6.67721 0.00 0.01 -0.03
H -3.98629 -2.01521 -4.88073 0.00 0.00 0.00
Pb 0.25106 -1.26297 0.58308 0.02 -0.34 0.33
C 4.31956 3.25596 -0.72614 0.00 -0.01 0.01
S 0.47041 -0.08570 -1.99153 -0.09 0.04 0.06
H -2.47020 4.26745 -4.01059 0.00 -0.01 0.00
H -4.40373 0.08043 -1.78700 0.00 -0.01 0.01
H 0.64414 -3.48520 4.59712 0.01 0.02 0.00
H 1.34056 0.39413 7.82957 0.00 0.00 0.00
H -0.69535 -2.93553 7.31032 0.01 0.02 0.01
S 2.75521 -2.05767 3.56351 0.19 0.00 0.01
O 2.13717 0.21672 5.26866 -0.12 -0.21 0.10
H 4.47739 -3.99032 -1.36928 0.00 0.00 0.02
H -2.54955 -1.59089 -1.42396 -0.02 -0.02 -0.03
O 0.38562 -1.54653 5.28462 -0.02 -0.06 0.38
H -4.37560 2.45188 -0.63474 0.00 0.00 0.00
H 4.63655 4.27863 -0.89244 0.00 0.00 0.00
O -0.35934 -2.92226 2.41942 0.02 0.01 -0.02
C 0.17604 4.39962 -3.36840 0.00 -0.01 0.00
H -2.30412 -1.51681 -5.15627 0.00 0.00 0.00
C -1.16980 2.67128 0.63219 0.01 0.00 0.01
H -3.04691 3.48994 -1.18745 0.01 0.01 0.00
C -1.85947 3.57181 -4.59006 0.01 0.00 -0.01
O -2.28378 0.39816 -3.36502 0.04 0.02 0.01
P 1.41737 -0.86044 4.28332 0.13 -0.07 -0.26
C 4.74361 2.26165 -1.56224 0.00 0.00 0.00
H -3.62184 -0.35844 -5.41407 -0.01 0.00 -0.01
H 3.51337 -6.22742 -1.05381 0.00 0.00 0.00
H 1.11697 1.90631 -4.03025 0.01 0.00 0.00
H -0.04316 -4.48037 0.57604 0.01 -0.03 -0.04
C -3.05123 1.18243 1.38639 0.00 0.04 0.02
C -3.27854 -1.18791 -4.79120 0.00 0.02 0.00
C 4.22588 -1.39515 -1.94106 -0.02 -0.01 -0.04
H -5.23147 -1.09666 -2.82475 0.00 0.00 0.00
H 1.02641 -3.30843 7.10179 0.00 -0.02 -0.02
H -1.62069 -2.16512 -2.81250 0.00 -0.01 -0.01
C -3.46515 2.96920 -0.32499 0.01 -0.01 0.00
O -2.09252 -4.45452 1.63443 0.08 0.18 0.03
H -1.37821 3.39149 1.42742 0.00 -0.01 0.01
C 2.93728 -5.35000 -0.78197 -0.01 -0.02 0.00
C 2.75277 -2.94920 -0.59822 -0.03 0.00 -0.06
C -2.61530 -1.86977 -2.47706 0.00 0.08 -0.02
C 3.33829 -1.60331 -0.84352 0.02 0.01 0.03
H 0.30124 1.81694 7.61220 0.00 0.00 0.00
H -0.30380 1.34761 -4.91386 0.00 0.00 0.00
C -2.45489 1.96044 0.22067 0.00 -0.03 0.02
H -3.23873 1.84652 2.23403 -0.01 0.01 0.00
H 2.22469 2.02849 6.12722 0.02 -0.02 -0.02
C 3.47629 -4.08830 -0.96392 0.01 0.00 0.00
H 5.39943 2.48007 -2.39846 0.00 0.00 0.00
C 0.93770 -4.36097 0.13014 0.03 0.01 0.06
Si -1.29552 0.97767 -2.16648 -0.12 -0.08 -0.08
C 4.69867 -0.14828 -2.19351 0.00 0.01 0.01
H -1.02214 -2.96288 4.83530 -0.03 -0.02 -0.03
C -4.51371 -0.27280 -2.81201 0.01 0.01 0.00
H 4.47034 -2.22202 -2.59277 -0.01 0.01 0.00
S 0.31895 0.24077 3.00041 -0.06 0.47 -0.16
H 5.34641 0.04091 -3.04316 0.00 0.00 0.00
H 2.39530 1.41868 1.41164 -0.05 -0.02 0.00
C -0.02031 -2.93006 5.25530 0.05 0.09 0.10
C 1.48531 -3.09495 -0.03462 0.13 0.09 -0.11
C 3.45568 0.63374 -0.28383 -0.01 -0.06 0.00
C 3.04388 1.67405 0.58166 -0.01 -0.02 0.03
H 1.03916 4.09104 -2.77602 0.00 0.00 0.00
C 0.25612 2.23471 -4.61244 -0.01 -0.01 0.01
C -3.15695 -0.73426 -3.33963 -0.02 -0.05 -0.02
H -3.99311 0.72073 1.08364 0.01 -0.02 0.00
C -0.62390 3.16936 -3.78644 -0.02 0.00 0.00
S -1.77975 -3.06690 1.97953 -0.32 -0.07 -0.17
H -0.73414 3.19580 -0.21933 -0.01 0.01 0.00
C 1.66309 -5.48453 -0.24565 0.01 0.01 -0.01
C 4.32057 0.92877 -1.35618 0.00 0.00 -0.01
H -0.43965 1.95648 1.01070 0.02 -0.03 0.00
O -2.18720 0.99350 -0.79481 0.04 0.01 0.01
H 0.77989 1.77422 5.14748 0.00 -0.07 -0.02
H -0.44596 5.05534 -2.75581 0.00 0.00 0.00
H -2.45402 2.68224 -4.80163 0.00 0.00 -0.01
C 3.46430 2.95421 0.35754 0.01 0.01 0.00
H -3.28219 -2.73245 -2.54488 0.00 -0.01 0.01
H 1.23357 -6.46939 -0.10189 -0.01 0.00 -0.01
H -3.72375 3.70069 0.44523 0.00 0.00 0.00
O -1.80781 -2.22571 0.67515 0.01 0.08 -0.11
H 0.52377 4.95613 -4.24268 0.00 0.00 0.00
C 0.68353 0.91321 7.12920 0.05 -0.02 -0.03
N 2.98268 -0.62167 -0.05738 0.00 -0.02 0.09
H -0.15131 0.25848 6.89203 -0.01 -0.02 -0.02
H -0.20339 -4.51758 6.68426 -0.03 -0.01 0.01
C 1.44748 1.30228 5.87461 -0.04 0.18 0.02
O -1.07476 2.56648 -2.58370 0.05 0.00 -0.01
H -2.38568 0.38376 1.71516 -0.01 0.01 -0.01
O -2.71311 -2.48782 2.93641 0.09 -0.03 0.01
H -1.57646 4.04970 -5.53210 0.00 0.01 0.00
```
Forces are in eV/Å.



2.
Below is a molecular structure, C31H48AsAuO6PSSi3, with properties calculated with ωB97M-V/def2-TZVPD.

Values from the calculation:
Orbital gap   0.2642 Ha
Charge   +1
HOMO energy   -11.38 eV

```
92
Properties=species:S:1:pos:R:3:forces:R:3
S -3.05662 0.90385 -0.66978 -0.07 0.05 -0.15
H 2.72957 -1.61429 -4.30397 0.00 -0.01 0.01
C -1.51678 -4.74474 -3.54127 0.00 0.01 -0.02
H 2.48697 2.72771 -2.96452 0.03 0.00 0.01
C -1.83554 3.68969 1.95758 0.03 0.01 -0.02
H -1.71829 -2.69017 4.97103 0.01 -0.01 -0.03
C -1.27166 -2.99010 4.03170 0.00 0.00 0.02
C -0.10467 -3.75061 1.61453 0.01 0.02 0.03
H 3.58895 2.98001 3.00368 0.02 0.01 -0.06
H -2.61509 2.96906 1.72691 -0.01 -0.01 -0.03
C -1.73517 -2.44875 2.84496 -0.03 -0.02 -0.03
H 0.39157 -4.00670 0.68764 -0.01 -0.02 0.00
H -1.27417 4.85643 -2.35983 0.00 -0.02 -0.01
C -1.65455 -5.30306 -2.27881 -0.01 -0.01 0.03
Si -0.17040 2.91085 2.25950 0.01 0.01 0.02
H 1.77464 3.81653 3.55595 -0.04 0.01 -0.01
P -1.68479 -2.02006 0.12187 0.11 -0.07 -0.13
H 5.25136 1.74305 -0.63497 -0.03 0.01 0.02
C -1.67644 -4.48857 -1.15745 0.03 -0.01 0.02
C 0.91376 4.22236 3.02933 -0.03 0.04 0.06
C 1.50462 5.17687 -0.86509 -0.01 0.02 0.01
C 3.41617 0.17175 1.63593 0.02 -0.02 -0.03
Si 0.65653 3.64201 -1.50720 -0.05 0.00 0.03
O -3.83870 2.09581 -0.62505 -0.02 -0.02 0.03
O -2.50061 0.45951 -1.92332 -0.01 0.00 -0.08
O 1.02847 -1.57891 -0.13299 0.47 0.08 0.24
H -3.84385 -3.62001 1.08760 0.00 0.01 -0.01
H 1.53161 5.92649 -1.66170 0.00 -0.02 0.03
Au -0.29516 -0.09153 -0.03363 -0.35 -0.40 0.05
H -1.56440 3.11647 -2.43690 0.00 0.02 0.04
H -1.76536 3.97197 -0.91388 0.00 0.01 0.01
H 0.29902 4.75657 3.76069 0.03 -0.01 -0.02
H 0.69995 1.00363 3.60033 -0.01 0.00 -0.02
C -5.38368 -0.20434 0.15259 0.01 0.04 -0.04
C 3.90147 -1.29925 -1.88405 0.06 0.00 -0.05
H 1.26853 4.95849 2.30583 -0.01 -0.01 0.02
H -1.81875 4.43826 1.16562 0.03 0.03 0.01
C 2.20499 -2.14302 -3.50716 -0.06 -0.01 0.02
C -1.40511 -2.54819 -2.57163 -0.09 0.01 0.03
C -1.16456 -2.84220 1.63066 0.01 0.02 0.00
H 2.73154 -0.57267 1.22673 0.04 0.01 0.00
C 4.21231 2.05184 -0.78552 0.00 0.02 0.00
As 0.93634 2.06850 0.28379 0.09 0.11 0.04
H 0.96147 5.61218 -0.02328 0.01 -0.02 -0.01
C -5.63397 -2.45342 0.96144 0.01 0.03 -0.01
H -5.79684 0.76267 -0.10079 0.02 -0.02 0.00
H -2.54497 -1.72885 2.86360 0.00 -0.01 0.00
O 1.88669 -0.08164 -2.26980 0.00 0.15 0.07
H 3.80146 1.48175 -1.61319 -0.04 -0.05 -0.05
H 2.58574 -3.15926 -3.43220 0.00 0.01 -0.01
C -6.18843 -1.22472 0.63529 -0.01 -0.08 0.03
C 2.41291 -1.40397 -2.19329 0.07 0.02 -0.03
H 3.20526 0.27886 2.70325 -0.03 -0.02 -0.03
O -1.91213 1.03459 0.35620 0.16 0.23 0.06
H 4.40400 -0.76319 -2.68982 -0.01 0.02 0.03
H -2.10123 4.21216 2.88238 -0.01 -0.03 -0.01
Si 3.26420 1.83846 0.80545 0.07 -0.10 -0.04
H 3.49019 4.17501 1.69681 0.02 -0.03 0.01
H 4.07443 -0.77716 -0.94531 0.00 0.04 0.04
H 4.43397 -0.21708 1.54363 0.00 0.04 0.01
C -1.40253 -3.36904 -3.68848 0.02 -0.02 0.02
O 2.02729 -3.36545 -0.91429 0.06 0.04 0.10
C 0.34421 -4.29255 2.80952 0.01 0.00 -0.02
H 4.93957 3.19330 1.89242 -0.03 0.00 0.01
H 1.16152 -5.00175 2.79722 -0.02 0.01 0.00
H -7.25018 -1.05654 0.75664 0.01 -0.01 0.00
H 4.22488 3.11073 -1.05915 -0.01 -0.03 -0.01
H 0.88896 2.15578 -3.45691 0.01 0.02 -0.02
H -1.74935 -6.37517 -2.16519 0.01 0.03 0.00
H 1.37671 3.81000 -3.81500 0.00 -0.02 0.01
H 1.14380 -2.20267 -3.75649 -0.01 0.00 -0.02
C 3.84647 3.17932 1.96345 0.06 0.02 0.04
C -1.54060 -3.10892 -1.30235 -0.02 -0.04 0.02
H 0.12035 -4.34432 4.94064 -0.01 0.01 -0.01
H -0.86443 0.60662 2.87122 0.00 0.02 0.03
C 1.78961 -2.18691 -1.03740 -0.41 -0.05 -0.20
H 1.11140 -0.08788 -2.84243 0.03 -0.03 -0.06
H -1.31687 -2.93548 -4.67664 0.01 0.01 0.02
H -1.35574 -1.47188 -2.68353 0.02 0.01 -0.01
C -0.23756 -3.91781 4.01234 -0.01 0.00 0.01
C -0.28748 1.40045 3.35260 -0.04 -0.02 0.02
H -0.79139 1.65641 4.28899 0.02 0.00 -0.01
H 4.32154 -2.30018 -1.80346 0.00 0.01 0.00
C -4.27022 -2.66222 0.81449 -0.01 0.01 -0.02
C -4.02493 -0.42148 -0.00913 -0.02 -0.03 0.04
H 2.53380 4.99029 -0.55256 -0.01 0.00 0.00
C -1.15612 3.91584 -1.81343 -0.03 -0.06 -0.03
H -1.79088 -4.92988 -0.17550 0.01 0.00 -0.01
C 1.44309 3.01164 -3.06905 0.00 -0.01 -0.01
C -3.44748 -1.65023 0.32462 -0.07 0.05 0.01
H -6.25970 -3.25296 1.33553 0.01 0.02 -0.01
H -1.50452 -5.38398 -4.41475 0.00 0.02 0.02
```
Forces are in eV/Å.



Energy above the lowest of the compared OMol25 structures with the same formula, charge and spin list, top to bottom, in eV: 0.766; 0.000
Electronic energy list, top to bottom, in eV: -118594.094; -153497.476